{"formula": "C40H47AsBIN10O2PSi2Sn", "method": "ωB97M-V with the def2-TZVPD basis set", "symbols": ["Sn", "C", "C", "N", "N", "C", "B", "N", "C", "C", "C", "N", "N", "C", "C", "C", "N", "N", "C", "C", "C", "N", "H", "H", "H", "H", "H", "H", "H", "H", "H", "H", "H", "H", "O", "C", "O", "C", "C", "C", "C", "C", "C", "P", "C", "C", "C", "C", "C", "C", "C", "C", "C", "C", "C", "C", "H", "H", "H", "H", "H", "H", "H", "H", "H", "H", "H", "H", "H", "H", "I", "C", "C", "N", "N", "C", "H", "H", "H", "C", "Si", "C", "C", "As", "Si", "C", "C", "C", "H", "H", "H", "H", "H", "H", "H", "H", "H", "H", "H", "H", "H", "H", "H", "H", "H", "H"], "positions_angstrom": [[-0.11, -0.52, -0.35], [-1.42, -3.14, 3.34], [-1.67, -2.28, 2.27], [-0.54, -1.87, 1.72], [0.46, -2.44, 2.41], [-0.04, -3.21, 3.40], [1.96, -2.19, 2.07], [2.25, -0.67, 2.03], [3.14, 0.09, 2.69], [3.16, 1.35, 2.14], [2.22, 1.30, 1.11], [1.68, 0.09, 1.05], [2.26, -2.75, 0.66], [3.40, -3.33, 0.22], [3.26, -3.58, -1.13], [1.99, -3.09, -1.45], [1.40, -2.60, -0.36], [2.79, -3.00, 3.07], [2.88, -4.35, 3.06], [3.57, -4.75, 4.18], [3.86, -3.54, 4.84], [3.38, -2.50, 4.18], [-2.13, -3.63, 3.98], [-2.62, -1.91, 1.89], [0.59, -3.75, 4.08], [3.70, -0.32, 3.51], [3.77, 2.19, 2.44], [1.91, 2.06, 0.40], [4.22, -3.52, 0.88], [3.98, -4.04, -1.79], [1.47, -3.08, -2.39], [2.45, -4.94, 2.26], [3.82, -5.75, 4.48], [4.39, -3.39, 5.77], [0.43, 2.91, -1.37], [-0.69, 2.63, -0.89], [-1.36, 1.57, -1.13], [-1.31, 3.55, 0.12], [-1.37, 4.93, -0.10], [-2.00, 5.75, 0.81], [-2.55, 5.21, 1.97], [-2.47, 3.85, 2.22], [-1.85, 3.01, 1.29], [-1.73, 1.21, 1.64], [-0.97, 1.27, 3.32], [0.04, 2.23, 3.51], [0.80, 2.24, 4.66], [0.60, 1.28, 5.64], [-0.37, 0.31, 5.46], [-1.14, 0.30, 4.31], [-3.52, 0.88, 1.80], [-4.28, 1.24, 0.68], [-5.64, 0.98, 0.63], [-6.27, 0.35, 1.70], [-5.52, -0.01, 2.82], [-4.16, 0.25, 2.87], [-0.92, 5.33, -1.00], [-2.07, 6.82, 0.63], [-3.04, 5.86, 2.69], [-2.88, 3.44, 3.13], [0.22, 2.97, 2.74], [1.57, 3.00, 4.78], [1.21, 1.29, 6.54], [-0.52, -0.45, 6.21], [-1.88, -0.47, 4.19], [-3.79, 1.73, -0.15], [-6.21, 1.26, -0.24], [-7.33, 0.13, 1.66], [-6.01, -0.48, 3.66], [-3.60, -0.02, 3.76], [-5.70, -0.78, -3.89], [-4.52, -1.39, -2.30], [-4.77, -2.41, -1.42], [-3.73, -2.42, -0.56], [-2.83, -1.47, -0.83], [-3.30, -0.83, -1.89], [-5.59, -3.10, -1.35], [-3.57, -3.06, 0.20], [-2.76, 0.00, -2.31], [3.91, 2.95, -2.11], [2.84, 2.35, -3.55], [4.04, 1.69, -4.87], [1.85, 3.78, -4.29], [1.53, 0.55, -2.77], [-0.07, 0.40, -4.50], [-1.48, 1.65, -4.50], [0.74, 0.46, -6.22], [-0.75, -1.38, -4.35], [4.74, 3.57, -2.45], [4.33, 2.09, -1.57], [3.32, 3.53, -1.40], [4.72, 2.47, -5.22], [3.49, 1.31, -5.74], [4.64, 0.87, -4.47], [2.50, 4.63, -4.50], [1.07, 4.08, -3.59], [1.37, 3.47, -5.23], [-1.23, 2.53, -5.11], [-1.69, 1.99, -3.49], [-2.40, 1.22, -4.92], [1.17, 1.44, -6.44], [0.00, 0.25, -7.00], [1.53, -0.28, -6.30], [-0.91, -1.65, -3.30], [-0.03, -2.08, -4.77], [-1.69, -1.50, -4.88]], "mulliken_spin": [0.103, 0.000, 0.000, 0.001, 0.001, 0.000, -0.005, -0.002, 0.000, 0.001, 0.000, 0.015, 0.000, -0.001, 0.005, 0.003, -0.015, 0.000, 0.000, 0.000, 0.000, 0.000, 0.000, 0.000, 0.000, 0.000, 0.000, -0.009, -0.001, 0.000, 0.001, 0.000, 0.000, 0.000, 0.050, -0.002, 0.042, -0.006, -0.001, 0.001, -0.001, 0.000, -0.001, 0.007, 0.000, 0.000, 0.000, 0.000, 0.000, 0.000, -0.001, 0.001, 0.000, 0.000, 0.000, 0.000, 0.000, 0.000, 0.000, 0.000, 0.000, 0.000, 0.000, 0.000, 0.000, -0.001, 0.000, 0.000, 0.000, 0.000, 0.000, 0.000, 0.000, 0.001, 0.004, -0.006, 0.000, 0.000, 0.008, 0.003, -0.039, 0.026, 0.011, 0.785, -0.073, 0.036, 0.023, 0.017, 0.000, 0.003, 0.001, 0.002, -0.004, 0.001, 0.000, -0.003, 0.000, 0.003, -0.016, 0.001, -0.003, 0.001, 0.009, 0.003, 0.017, 0.000], "s_squared": 0.753, "homo_lumo_gap_ev": [7.554, 6.644], "total_charge": 0, "lumo_ev": [0.406, -0.702], "multiplicity": 2, "e_homo_ha": [-0.2627, -0.2699]}


{"formula": "C6H15OS", "method": "ωB97M-V with the def2-TZVPD basis set", "symbols": ["C", "C", "C", "C", "C", "C", "O", "S", "H", "H", "H", "H", "H", "H", "H", "H", "H", "H", "H", "H", "H", "H", "H"], "positions_angstrom": [[1.62, -1.92, -1.04], [0.88, 1.18, -1.56], [1.35, 0.99, 1.03], [-1.13, -1.26, 1.53], [-2.33, 1.08, 0.29], [0.73, 0.53, -0.27], [-1.49, -0.86, -1.17], [-0.99, -0.17, 0.02], [0.59, -2.28, -0.88], [2.38, -2.02, -0.25], [2.03, -1.70, -2.04], [1.96, 0.84, -1.89], [0.91, 2.29, -1.59], [0.18, 0.72, -2.32], [2.47, 0.85, 0.93], [1.31, 2.03, 1.02], [1.01, 0.36, 1.83], [-1.38, -0.56, 2.36], [-0.24, -1.91, 1.66], [-1.93, -1.96, 1.42], [-1.84, 2.05, 0.29], [-3.04, 0.96, 1.13], [-3.05, 0.75, -0.52]], "lowdin_charge": [0.161, -0.116, -0.065, -0.115, -0.115, -0.410, -0.388, 0.893, 0.006, 0.031, 0.036, 0.136, 0.103, 0.104, 0.124, 0.069, 0.066, 0.083, 0.086, 0.066, 0.071, 0.083, 0.092], "homo_lumo_gap_ev": [7.718, 9.168], "total_charge": 1, "de_lowest_ev": 3.457, "lumo_ev": [-5.060, -3.825], "e_homo_ha": [-0.4696, -0.4775]}


{"formula": "C50H49FN8O8STi", "method": "ωB97M-V with the def2-TZVPD basis set", "symbols": ["Ti", "C", "O", "C", "C", "C", "C", "C", "C", "N", "N", "C", "C", "C", "C", "O", "C", "N", "C", "C", "C", "C", "H", "H", "H", "H", "H", "H", "H", "H", "H", "H", "H", "H", "C", "C", "N", "C", "C", "C", "S", "N", "C", "O", "C", "C", "C", "C", "C", "C", "H", "H", "H", "H", "H", "H", "H", "H", "H", "H", "H", "H", "H", "H", "H", "C", "O", "C", "C", "C", "C", "C", "C", "N", "C", "N", "C", "C", "C", "C", "C", "C", "O", "C", "N", "C", "C", "C", "C", "C", "C", "O", "C", "H", "H", "H", "H", "H", "H", "H", "H", "H", "H", "H", "H", "H", "H", "H", "H", "H", "H", "H", "H", "H", "H", "O", "O", "F"], "positions_angstrom": [[-3.37, -20.42, -18.10], [4.01, -14.42, -21.79], [2.68, -14.26, -22.39], [2.05, -15.42, -22.73], [1.04, -15.20, -23.68], [0.22, -16.24, -24.06], [0.49, -17.55, -23.61], [1.71, -17.78, -22.92], [2.38, -16.72, -22.26], [-0.44, -18.50, -23.50], [-1.69, -18.13, -23.53], [-2.59, -18.96, -22.96], [-3.89, -18.41, -22.68], [-4.63, -18.82, -21.59], [-4.18, -19.90, -20.79], [-4.68, -20.17, -19.63], [-2.96, -20.56, -21.14], [-2.37, -21.40, -20.28], [-1.71, -22.44, -20.79], [-1.20, -22.35, -22.13], [-1.33, -21.19, -22.84], [-2.20, -20.18, -22.33], [4.45, -13.39, -21.94], [4.58, -15.19, -22.36], [3.94, -14.64, -20.67], [0.92, -14.17, -24.03], [-0.67, -16.08, -24.69], [2.04, -18.82, -22.92], [3.17, -17.03, -21.55], [-4.20, -17.57, -23.32], [-5.56, -18.31, -21.24], [-1.50, -23.32, -20.15], [-0.74, -23.17, -22.67], [-0.72, -20.99, -23.72], [-4.73, -26.39, -18.48], [-4.76, -26.17, -16.99], [-3.69, -25.39, -16.45], [-2.58, -26.11, -15.80], [-1.50, -26.61, -16.77], [-3.66, -24.06, -16.65], [-4.92, -23.28, -17.43], [-2.67, -23.37, -15.90], [-1.89, -22.48, -16.50], [-2.21, -22.00, -17.66], [-0.60, -22.11, -15.93], [0.22, -21.10, -16.55], [1.39, -20.69, -15.91], [1.82, -21.34, -14.72], [1.04, -22.39, -14.20], [-0.25, -22.66, -14.69], [-5.66, -26.96, -18.80], [-3.81, -26.98, -18.85], [-4.75, -25.45, -19.11], [-4.79, -27.14, -16.41], [-5.75, -25.63, -16.87], [-2.97, -27.06, -15.36], [-2.30, -25.49, -14.98], [-1.87, -27.52, -17.31], [-0.64, -26.90, -16.12], [-1.18, -25.83, -17.50], [-0.04, -20.71, -17.52], [2.08, -19.97, -16.35], [2.77, -21.14, -14.20], [1.51, -22.94, -13.39], [-0.92, -23.45, -14.20], [-4.62, -16.03, -4.64], [-5.09, -16.97, -5.67], [-6.14, -16.64, -6.51], [-7.42, -16.21, -5.95], [-8.30, -15.62, -6.88], [-8.01, -15.60, -8.26], [-6.98, -16.41, -8.79], [-6.00, -16.89, -7.89], [-4.88, -17.56, -8.46], [-4.12, -16.98, -9.50], [-4.19, -15.65, -9.64], [-3.50, -14.83, -10.62], [-2.06, -14.91, -10.69], [-1.43, -14.12, -11.77], [-2.22, -13.23, -12.54], [-3.62, -13.22, -12.52], [-4.27, -13.99, -11.52], [-5.60, -13.85, -11.28], [-6.22, -12.85, -12.13], [-3.40, -17.69, -10.34], [-3.65, -18.92, -10.86], [-4.86, -19.63, -10.79], [-5.22, -20.67, -11.62], [-4.26, -21.10, -12.56], [-3.00, -20.53, -12.54], [-2.64, -19.40, -11.74], [-1.38, -18.95, -11.86], [-0.63, -18.36, -10.78], [-5.13, -16.36, -3.70], [-4.84, -14.96, -4.98], [-3.52, -16.19, -4.61], [-7.63, -16.20, -4.86], [-9.19, -15.10, -6.60], [-8.66, -15.01, -8.95], [-6.77, -16.46, -9.93], [-4.55, -18.43, -8.12], [-4.67, -15.18, -8.84], [-0.34, -14.09, -11.77], [-1.74, -12.40, -13.05], [-4.20, -12.49, -13.05], [-5.86, -11.86, -11.79], [-7.28, -12.85, -11.90], [-6.13, -13.03, -13.17], [-5.56, -19.18, -10.17], [-6.23, -21.15, -11.61], [-4.49, -21.84, -13.34], [-2.16, -20.89, -13.15], [0.38, -18.45, -11.11], [-0.77, -18.99, -9.87], [-0.85, -17.31, -10.60], [-1.46, -15.71, -9.89], [-2.35, -19.13, -18.24], [-4.19, -20.10, -16.50]], "mulliken_spin": [0.008, 0.003, 0.028, 0.192, -0.094, 0.140, -0.006, 0.177, -0.098, 0.456, 0.124, 0.210, 0.202, -0.047, 0.274, 0.175, 0.090, 0.077, -0.030, 0.083, -0.032, 0.031, 0.000, -0.002, 0.002, -0.006, 0.008, 0.011, -0.005, 0.018, -0.001, 0.002, 0.007, 0.000, 0.000, 0.000, 0.000, -0.001, 0.000, 0.000, 0.001, 0.000, 0.005, -0.006, 0.000, -0.001, 0.000, 0.000, 0.000, 0.000, 0.000, 0.000, 0.000, 0.000, 0.000, 0.000, 0.001, 0.000, 0.000, 0.000, 0.000, 0.000, 0.000, 0.000, 0.000, 0.000, 0.000, 0.000, 0.000, 0.000, 0.000, 0.000, 0.000, 0.000, 0.000, 0.000, 0.000, 0.000, 0.000, 0.000, 0.000, 0.000, 0.000, 0.000, 0.000, 0.000, 0.000, 0.000, 0.000, 0.000, 0.000, 0.000, 0.000, 0.000, 0.000, 0.000, 0.000, 0.000, 0.000, 0.000, 0.000, 0.000, 0.000, 0.000, 0.000, 0.000, 0.000, 0.000, 0.000, 0.000, 0.000, 0.000, 0.000, 0.000, 0.000, 0.000, 0.001, -0.001], "s_squared": 2.053, "homo_lumo_gap_ev": [5.430, 3.686], "total_charge": -2, "de_lowest_ev": 0.000, "lumo_ev": [3.541, 1.797], "multiplicity": 3, "e_homo_ha": [-0.0694, -0.0694]}


{"formula": "C7H15BF3IO4S", "method": "ωB97M-V with the def2-TZVPD basis set", "symbols": ["F", "C", "F", "F", "C", "O", "C", "C", "B", "I", "H", "H", "H", "H", "H", "H", "H", "C", "C", "O", "S", "C", "O", "O", "H", "H", "H", "H", "H", "H", "H", "H"], "positions_angstrom": [[-1.57, -2.18, 1.80], [-1.35, -1.24, 0.85], [-0.01, -0.96, 0.86], [-1.62, -1.80, -0.35], [-2.15, 0.04, 1.08], [-2.59, 0.14, 2.40], [-3.98, 0.04, 2.58], [-4.62, -1.24, 2.00], [-5.63, -0.96, 0.84], [-7.35, 0.27, 1.14], [-2.95, 0.13, 0.36], [-1.46, 0.86, 0.90], [-4.48, 0.93, 2.21], [-4.13, 0.05, 3.65], [-3.88, -1.94, 1.64], [-5.17, -1.74, 2.78], [-5.45, -1.43, -0.24], [2.54, 0.77, 0.16], [3.10, -0.26, -0.80], [3.52, 0.31, -2.07], [4.87, 1.14, -2.09], [5.05, 1.22, -3.84], [5.91, 0.34, -1.53], [4.64, 2.46, -1.58], [3.31, 1.47, 0.48], [2.15, 0.27, 1.04], [1.74, 1.34, -0.31], [3.93, -0.81, -0.37], [2.33, -0.98, -1.07], [5.21, 0.22, -4.22], [5.92, 1.84, -4.03], [4.16, 1.68, -4.26]], "lowdin_charge": [0.136, -0.551, 0.109, 0.135, -0.090, -0.100, -0.220, -0.223, -0.692, 0.815, 0.137, 0.139, 0.090, 0.125, 0.082, 0.104, 0.012, -0.076, -0.244, -0.264, 0.562, -0.123, -0.274, -0.275, 0.073, 0.069, 0.084, 0.116, 0.118, 0.074, 0.076, 0.074], "smiles": "FC(F)(F)COCCBI.CCOS(C)(=O)=O", "homo_lumo_gap_ev": 9.620, "total_charge": 0, "lumo_ev": -0.251, "e_homo_ha": -0.3628}


no.,E_tot (hartree)
1,-5943.652502
2,-710.566632
3,-4322.150241
4,-1596.998616